1.
60
Properties=species:S:1:pos:R:3:forces:R:3 method="wB97M-V/def2-TZVPD" e_homo_ev=-8.44 max_force_ev_per_a=3.1 charge=+1 lumo_ev=-5.46 mol_weight_g_mol=444.00
Cl 5.628 -2.019 2.588 -0.30 0.02 0.19
C 3.908 -1.978 2.645 -0.26 0.13 -0.13
C 3.248 -0.741 2.636 -0.30 -0.09 0.01
C 1.868 -0.703 2.502 0.14 -0.24 -0.04
C 1.124 -1.907 2.381 0.40 0.04 -0.12
C -0.294 -1.887 2.234 0.08 -0.47 0.88
C -1.125 -3.131 2.353 -0.85 0.16 -0.04
C -2.593 -2.617 2.524 0.83 -0.04 -0.26
C -2.447 -1.120 2.460 1.14 -0.41 -0.22
C -1.134 -0.749 2.223 -1.10 0.16 0.06
C 1.819 -3.147 2.471 0.01 0.32 -0.01
C 3.194 -3.183 2.630 -0.36 0.09 -0.08
H 3.821 0.175 2.727 -0.04 -0.12 -0.11
H 1.347 0.259 2.485 0.31 -0.37 0.02
H -1.015 -3.761 1.460 -0.01 0.16 0.07
H -0.846 -3.765 3.203 0.16 0.28 -0.14
H -3.223 -3.011 1.715 -0.13 0.28 0.22
H -3.015 -2.970 3.474 -0.04 0.23 -0.21
H -3.278 -0.433 2.620 0.24 -0.11 -0.17
H -0.780 0.273 2.100 -0.21 -0.28 0.08
H 1.260 -4.082 2.397 0.25 0.27 0.08
H 3.714 -4.130 2.732 -0.01 0.15 -0.15
C -0.159 -1.382 -3.714 -0.08 0.59 0.61
O -0.769 -0.980 -2.469 -0.96 -2.15 -0.80
C -0.155 -0.098 -1.653 -0.75 2.80 1.08
C 1.285 -0.252 -1.470 0.46 -0.07 -0.26
C 2.145 0.672 -2.091 -0.01 -0.40 0.30
C 3.520 0.532 -1.941 0.28 0.11 0.20
C 4.045 -0.546 -1.220 -0.13 -0.07 -0.17
C 3.191 -1.554 -0.760 0.15 -0.01 0.14
C 1.814 -1.407 -0.861 -0.08 0.56 -0.23
C -0.913 1.031 -1.271 1.65 -1.86 -1.51
N -0.505 2.136 -0.562 0.26 0.53 0.93
C 0.767 2.345 0.093 -0.09 0.10 0.09
C -1.542 3.069 -0.510 0.34 0.69 0.22
C -2.610 2.524 -1.194 -0.73 0.00 -0.72
C -3.793 3.220 -1.427 0.27 0.11 0.35
C -3.889 4.495 -0.853 0.31 0.04 0.06
C -2.800 5.064 -0.166 -0.21 -0.16 -0.10
C -1.591 4.367 -0.009 -0.21 -0.28 -0.04
N -2.206 1.283 -1.663 -0.49 -0.20 0.08
C -3.058 0.424 -2.450 -0.31 -0.13 -0.14
H -0.800 -2.171 -4.112 0.14 0.14 0.05
H -0.134 -0.528 -4.402 0.06 -0.13 0.00
H 0.858 -1.755 -3.551 -0.16 0.01 -0.09
H 1.703 1.477 -2.691 0.28 -0.30 0.31
H 4.189 1.267 -2.389 -0.12 -0.20 0.15
H 5.119 -0.616 -1.036 -0.32 -0.05 -0.24
H 3.606 -2.457 -0.308 -0.04 0.27 -0.03
H 1.112 -2.146 -0.461 0.35 0.17 -0.23
H 0.634 3.117 0.856 -0.01 -0.17 -0.07
H 1.102 1.419 0.576 0.02 0.19 -0.20
H 1.540 2.688 -0.605 -0.08 -0.15 0.16
H -4.584 2.794 -2.046 0.17 0.26 0.34
H -4.816 5.059 -0.966 0.34 -0.10 0.01
H -2.896 6.074 0.235 0.06 -0.32 -0.13
H -0.715 4.807 0.465 -0.33 0.05 -0.06
H -4.052 0.881 -2.442 0.18 -0.25 -0.07
H -2.708 0.352 -3.491 -0.17 -0.06 0.36
H -3.115 -0.577 -2.002 -0.01 0.31 -0.29


2.
68
Properties=species:S:1:pos:R:3:forces:R:3 method="wB97M-V/def2-TZVPD" e_homo_ev="-10.34 / -10.57" max_force_ev_per_a=2.9 charge=+1 lumo_ev="-5.34 / -4.90" spin_multiplicity=2 relative_energy_kcal_mol=56.5 mol_weight_g_mol=865.13
Ru -0.129 0.316 0.584 1.65 1.82 -1.51
C 3.939 1.722 -2.227 -0.09 0.04 0.06
C 4.040 0.594 -1.249 0.10 -0.11 -0.21
N 5.232 0.101 -1.006 0.01 0.44 -0.23
C 5.398 -0.928 -0.169 -0.28 -0.33 0.26
C 4.353 -1.542 0.474 0.21 -0.10 0.15
C 4.595 -2.784 1.299 0.03 0.15 -0.07
O 4.191 -2.655 2.659 -0.11 -0.05 0.01
C 3.042 -1.041 0.263 0.23 1.12 -0.04
C 1.953 -1.729 0.857 -0.53 -0.53 -0.19
N 0.708 -1.601 0.480 0.67 -0.16 0.23
C -0.214 -2.627 0.669 -0.78 -1.07 0.40
C 0.002 -3.781 1.445 0.10 0.49 -0.07
C -0.959 -4.765 1.555 -0.06 -0.10 0.04
C -2.167 -4.664 0.879 0.07 0.02 -0.05
C -2.406 -3.553 0.084 -0.12 -0.07 -0.05
C -1.446 -2.565 0.000 0.33 0.61 -0.21
I -1.837 -0.858 -1.242 0.09 -0.47 0.30
C 2.870 0.080 -0.605 -0.19 -0.76 0.39
O 1.715 0.655 -0.812 -1.07 -0.50 0.66
H 4.924 1.939 -2.629 0.01 -0.04 -0.01
H 3.550 2.620 -1.738 0.06 -0.02 -0.10
H 3.255 1.474 -3.041 -0.01 0.00 0.00
H 6.417 -1.275 -0.035 -0.03 -0.05 -0.01
H 5.647 -3.062 1.224 -0.02 -0.04 -0.01
H 4.005 -3.603 0.883 0.10 -0.08 0.05
H 4.905 -2.260 3.167 0.03 0.06 -0.01
H 2.202 -2.470 1.612 0.12 -0.27 -0.34
H 0.933 -3.892 1.984 -0.01 -0.07 0.02
H -0.757 -5.630 2.174 0.00 0.00 -0.02
H -2.906 -5.449 0.950 -0.02 0.02 0.00
H -3.326 -3.464 -0.478 -0.02 0.00 0.05
F -1.777 2.713 -0.057 0.06 -0.51 0.19
C -1.371 1.880 0.958 -1.07 0.85 0.59
F -2.544 1.334 1.428 0.05 -0.02 -0.02
F -0.981 2.740 1.965 -0.16 -0.48 -0.31
C -1.964 -1.407 5.624 -0.05 -0.05 -0.10
C -1.028 -0.749 4.673 0.11 0.08 -0.03
C 0.191 -0.136 4.870 0.04 -0.01 -0.03
C 0.612 0.312 3.610 -0.02 0.01 0.10
N -0.298 -0.020 2.699 0.44 0.41 -0.45
N -1.280 -0.662 3.353 -0.19 -0.17 0.06
C 1.837 1.077 3.244 -0.05 -0.02 0.02
H -1.663 -1.191 6.645 -0.03 0.01 0.01
H -1.962 -2.489 5.487 0.01 0.01 0.01
H -2.983 -1.049 5.473 0.00 0.01 0.06
H 0.714 -0.023 5.805 -0.02 0.00 0.00
H -2.111 -0.956 2.869 -0.05 0.03 -0.10
H 2.665 0.808 3.898 0.02 -0.01 -0.01
H 1.654 2.148 3.347 0.01 -0.01 -0.03
H 2.126 0.873 2.211 0.06 0.05 0.03
C 1.372 5.215 -0.389 -0.91 0.14 0.49
Te 1.280 3.064 -0.160 1.20 0.19 -0.17
C 0.620 3.154 -2.189 -0.27 -0.19 0.02
C 1.109 4.462 -2.746 0.11 0.04 0.14
C 1.188 4.675 -4.117 0.03 0.00 -0.07
C 1.651 5.885 -4.608 0.00 0.00 -0.02
C 2.025 6.893 -3.730 0.01 0.03 0.01
C 1.938 6.690 -2.362 -0.01 0.01 0.01
C 1.483 5.475 -1.863 0.00 -0.24 -0.09
H 2.202 5.635 0.178 0.03 -0.21 0.05
H 0.443 5.621 0.021 0.10 0.17 -0.06
H -0.471 3.108 -2.184 0.01 -0.04 0.06
H 1.002 2.289 -2.724 0.05 -0.02 0.07
H 0.893 3.892 -4.806 0.02 -0.02 0.02
H 1.731 6.041 -5.675 -0.03 0.00 0.00
H 2.391 7.836 -4.114 -0.01 0.00 0.01
H 2.219 7.482 -1.678 0.04 -0.02 0.00


3.
63
Properties=species:S:1:pos:R:3:forces:R:3 method="wB97M-V/def2-TZVPD" e_homo_ev="-10.22 / -10.23" max_force_ev_per_a=1.9 charge=+1 lumo_ev="-2.69 / -2.61" spin_multiplicity=4 mol_weight_g_mol=648.99
Nd 0.004 -0.172 0.571 0.19 1.47 0.61
C -3.159 -0.946 0.087 -0.19 -0.33 1.27
N -2.599 0.214 0.859 0.49 0.48 -1.16
C -2.792 1.516 0.113 0.17 0.43 1.05
C -1.761 2.582 0.590 -0.52 0.18 -0.34
N -0.410 2.388 0.005 -0.51 -0.59 0.71
C -0.312 2.891 -1.369 0.04 -0.76 -0.85
C 0.660 2.867 0.860 0.93 -0.14 -0.55
C 0.460 3.948 1.714 -1.07 -0.14 -0.12
C 1.411 4.319 2.626 -0.09 0.76 1.10
C 2.617 3.673 2.613 1.75 -0.05 0.24
C 2.935 2.736 1.632 -0.24 -0.50 -0.33
C 1.949 2.257 0.740 -0.57 0.35 0.12
S 2.270 0.977 -0.520 -0.24 0.34 1.06
C -3.100 0.229 2.237 0.79 0.17 0.60
C -4.456 0.411 2.481 -0.56 -0.62 0.05
C -5.011 0.152 3.748 -0.31 0.10 -1.01
C -4.158 -0.223 4.768 -0.92 -0.13 0.57
C -2.807 -0.344 4.544 0.77 0.35 0.50
C -2.209 -0.022 3.323 -0.44 -0.64 -0.73
S -0.418 -0.074 3.257 -0.43 0.00 -0.51
H -4.264 -0.910 0.105 0.49 -0.17 -0.23
H -2.826 -1.884 0.600 -0.39 0.67 -0.34
H -2.801 -0.993 -0.946 -0.04 0.34 0.10
H -3.780 1.954 0.368 0.29 -0.42 -0.50
H -2.703 1.327 -0.968 -0.18 0.08 0.35
H -1.725 2.545 1.696 0.17 -0.08 -0.51
H -2.127 3.595 0.313 -0.02 -0.50 0.15
H -0.502 3.972 -1.443 0.10 -0.23 0.13
H -1.050 2.345 -2.009 0.45 0.52 0.43
H 0.693 2.613 -1.752 -0.63 0.45 0.19
H -0.493 4.473 1.710 0.11 -0.16 -0.03
H 1.255 5.097 3.404 -0.17 -0.58 -0.87
H 3.367 3.980 3.369 -0.38 -0.37 -0.72
H 3.951 2.354 1.525 -0.30 -0.01 0.22
H -5.119 0.634 1.639 0.17 -0.08 0.30
H -6.109 0.115 3.867 0.80 0.38 0.03
H -4.598 -0.422 5.757 0.44 -0.09 -0.50
H -2.162 -0.675 5.358 -0.09 0.21 -0.17
O 0.293 -2.187 -0.326 0.14 -1.08 -0.16
S 0.727 -3.268 -1.339 0.08 -0.21 0.39
C 2.508 -3.479 -1.077 -0.88 0.38 0.09
C 3.162 -4.545 -1.658 -0.38 -0.01 -0.21
C 4.549 -4.549 -1.597 -0.24 -1.63 -0.89
C 5.242 -3.563 -0.951 1.20 0.33 0.29
C 4.559 -2.560 -0.297 -0.31 0.65 1.14
C 3.159 -2.554 -0.302 0.59 1.05 -0.01
C 0.621 -2.321 -2.857 0.75 -0.18 -0.55
C 1.438 -2.565 -3.963 0.78 -0.71 0.67
C 1.401 -1.681 -5.021 0.16 0.07 -0.51
C 0.554 -0.580 -5.000 -0.68 -0.03 -0.30
C -0.347 -0.410 -3.945 0.13 -0.11 -0.21
C -0.310 -1.299 -2.883 -0.36 0.13 0.83
H 2.539 -5.321 -2.096 0.50 -0.09 -0.26
H 5.100 -5.371 -2.067 -0.27 0.28 0.21
H 6.345 -3.623 -0.916 -0.79 0.20 -0.05
H 5.099 -1.800 0.295 -0.39 -0.48 -0.46
H 2.593 -1.787 0.234 0.47 -0.22 -0.30
H 2.180 -3.399 -3.981 -0.78 0.74 0.13
H 2.049 -1.864 -5.882 -0.23 0.16 0.32
H 0.506 0.070 -5.877 0.11 -0.05 0.41
H -1.090 0.383 -3.945 0.22 -0.07 -0.11
H -0.999 -1.228 -2.021 0.32 0.19 -0.77